C15H18As2N2O7STc | ωB97M-V/def2-TZVPD

Each line ends with the Löwdin spin population.
Element x y z (Å)
Tc1 0.41937 0.70062 0.58925  2.49
O1 -1.82663 -2.79308 -1.10755  0.00
As1 -0.55693 -1.62478 -1.20675  0.01
O2 -0.93533 -0.58328 -2.37145  0.01
O3 -0.74753 -0.80668 0.32935  0.09
C1 0.96087 -2.85558 -1.07295  0.01
C2 0.74957 -4.19688 -1.35585  0.00
C3 1.77387 -5.10578 -1.12135  0.00
C4 2.99527 -4.68038 -0.62205  0.00
C5 3.21017 -3.33358 -0.36125  0.00
C6 2.18427 -2.43428 -0.58955  0.01
S1 2.43727 -0.72988 -0.18685  0.01
O4 1.86057 -0.52148 1.18955  0.08
O5 3.78737 -0.34708 -0.32725  0.00
O6 1.47687 0.07582 -1.02595  0.04
H1 -2.69533 -2.48548 -1.39655  0.00
H2 -0.20733 -4.52588 -1.74175  0.00
H3 1.59847 -6.15428 -1.31045  0.00
H4 3.78107 -5.39708 -0.43735  0.00
H5 4.16397 -2.97598 -0.00445  0.00
N1 -4.10813 -0.73108 4.80395  0.00
C7 -3.14563 -0.18608 4.52155  0.00
C8 -1.94113 0.48672 4.16835  0.00
C9 -1.15453 1.11442 5.13935  0.02
C10 0.02897 1.70482 4.71945  0.00
C11 0.37047 1.66342 3.37775  0.02
N2 -0.38353 1.06042 2.44175  0.01
C12 -1.52163 0.47962 2.84245  0.02
H6 -1.45843 1.12452 6.17755  0.00
H7 0.68747 2.17722 5.43365  0.00
H8 1.29017 2.11572 3.02675  0.00
H9 -2.10483 -0.01298 2.07595  0.00
C13 -2.48463 2.14852 -2.62015  0.00
As2 -0.68383 2.57962 -2.02615  0.01
C14 -0.53013 4.52342 -1.84415  0.00
C15 0.63017 1.97392 -3.32865  0.01
O7 -0.52013 2.05202 -0.40575  0.17
H10 -2.68433 2.67302 -3.55835  0.00
H11 -3.20663 2.45892 -1.86185  0.00
H12 -2.53863 1.07082 -2.78015  0.00
H13 -0.77103 5.00762 -2.79355  0.00
H14 0.48337 4.80962 -1.55375  0.00
H15 -1.23513 4.86182 -1.08025  0.00
H16 0.49317 2.61772 -4.20245  0.00
H17 0.40757 0.93762 -3.58095  0.00
H18 1.65107 2.06362 -2.96105  0.00

Output
multiplicity	4
<S²>	3.77
E	-167854.288	eV
ΔE to the lowest compared entry with this formula, charge and spin	0.193	eV
HOMO (spin up / spin down)	-16.0 / -16.0	eV
Kohn-Sham gap (spin up / spin down)	7.641 / 7.250	eV
LUMO (spin up / spin down)	-0.30580 / -0.31994	Eh
net charge	+2

***

C18H28N7O2S | ωB97M-V/def2-TZVPD

Each line ends with the Löwdin charge.
Element x y z (Å)
C1 2.03752 1.65318 -2.30932  -0.09
S1 1.11215 2.83901 -3.40281  0.75
O1 0.87137 2.29391 -4.75932  -0.29
O2 1.88130 4.10625 -3.55961  -0.29
N1 -0.41870 3.16093 -2.54705  0.07
C2 -1.28586 2.15718 -2.53642  -0.35
N2 -0.98962 0.84036 -2.98682  0.14
N3 -2.62191 2.40173 -2.04041  0.15
H1 2.86915 2.16676 -1.77499  0.09
H2 2.41312 0.85721 -2.99095  0.09
H3 1.34063 1.24076 -1.53764  0.05
H4 -0.58944 4.05312 -2.06529  0.18
H5 -1.10323 0.15185 -2.24152  0.14
H6 -1.57251 0.64066 -3.80407  0.12
H7 -3.03062 3.16829 -2.58182  0.12
H8 -2.58871 2.62264 -1.04117  0.08
N4 -0.21081 2.62564 0.83653  -0.01
C3 0.78278 2.47345 1.77037  -0.12
C4 0.27474 2.83274 2.99069  -0.11
C5 -1.07724 3.21156 2.79404  -0.09
C6 -1.35228 3.07190 1.45931  -0.14
H9 -0.12638 2.44214 -0.14595  0.08
H10 1.76222 2.12479 1.48468  0.11
H11 0.81470 2.82300 3.92370  0.11
H12 -1.77152 3.54775 3.54754  0.11
H13 -2.25747 3.25168 0.90051  0.09
N5 -0.39391 -0.23278 5.78401  0.01
C7 -0.03568 -0.26644 4.46308  -0.15
C8 0.79644 -1.34138 4.27912  -0.11
C9 0.94127 -1.98260 5.53493  -0.11
C10 0.19336 -1.27823 6.44357  -0.13
H14 -0.99530 0.45259 6.20455  0.15
H15 -0.40107 0.47392 3.77182  0.08
H16 1.24993 -1.63542 3.34520  0.08
H17 1.52673 -2.86196 5.74869  0.07
H18 0.02996 -1.42920 7.49818  0.11
N6 -2.78892 0.24615 -6.56541  -0.02
C11 -3.28765 -0.99058 -6.88062  -0.14
C12 -4.61895 -0.84434 -7.17486  -0.10
C13 -4.93565 0.53157 -7.03794  -0.10
C14 -3.78755 1.18107 -6.66400  -0.16
H19 -1.83806 0.43840 -6.30546  0.13
H20 -2.65457 -1.86298 -6.86705  0.11
H21 -5.29125 -1.63790 -7.45890  0.10
H22 -5.89694 0.99355 -7.19711  0.10
H23 -3.59430 2.22234 -6.45984  0.10
N7 3.38821 -5.07258 4.70898  0.00
C15 3.81257 -4.14876 3.79252  -0.15
C16 4.60469 -4.79566 2.87773  -0.12
C17 4.65527 -6.16177 3.25362  -0.11
C18 3.89328 -6.30276 4.38530  -0.14
H24 2.79730 -4.87870 5.49685  0.13
H25 3.51660 -3.11477 3.87104  0.09
H26 5.09280 -4.33804 2.03169  0.09
H27 5.18942 -6.95264 2.75146  0.09
H28 3.66862 -7.16856 4.98665  0.11

Output
E	-44470.247	eV
HOMO	-9.6	eV
Kohn-Sham gap	3.594	eV
LUMO	-0.22122	Eh
net charge	+1

***

C28H50N6O11 | ωB97M-V/def2-TZVPD

Each line ends with the Löwdin charge.
Element x y z (Å)
C1 -3.95459 -1.37722 -3.05014  0.05
C2 -2.71449 -1.06526 -2.66027  -0.06
C3 -2.25636 0.42334 -2.87189  -0.25
C4 -1.48878 1.04476 -1.67650  -0.07
C5 0.03734 0.73552 -1.61805  -0.16
C6 0.40715 -0.60899 -0.89264  -0.15
C7 1.66350 -0.33896 0.00279  -0.19
N1 2.85808 0.02612 -0.80828  -0.10
C8 3.78318 -1.12804 -0.81560  -0.08
C9 3.46889 1.22780 -0.35857  -0.49
C10 4.82308 1.31247 0.38176  0.00
O1 2.91622 2.26377 -0.59595  0.08
O2 -3.55897 1.11721 -2.78140  0.04
C11 -3.59976 2.21720 -3.57516  -0.52
O3 -4.17439 3.21365 -3.44669  0.22
O4 -2.75573 1.95552 -4.64895  0.11
C12 -1.91555 0.85580 -4.33737  -0.28
C13 -2.15857 -0.21083 -5.48529  -0.03
O5 -1.35948 0.20089 -6.60516  0.02
C14 -1.22320 -0.78907 -7.51904  -0.53
C15 -0.13987 -0.59706 -8.60011  0.03
O6 -1.89916 -1.76674 -7.54729  0.12
O7 -0.58578 1.34239 -4.63779  0.07
C16 -0.39199 2.57533 -4.23109  -0.31
N2 -0.36444 3.64267 -3.85054  0.22
H1 -4.41853 -0.91013 -3.93372  0.08
H2 -4.60228 -2.07000 -2.49173  0.08
H3 -2.06036 -1.82134 -2.20799  0.12
H4 -1.70628 2.12915 -1.60042  0.12
H5 -1.93719 0.59893 -0.76044  0.13
H6 0.50028 1.55287 -1.02419  0.11
H7 0.55525 0.74684 -2.59139  0.11
H8 0.68521 -1.35721 -1.66644  0.11
H9 -0.42291 -0.99733 -0.26517  0.10
H10 1.45601 0.42816 0.76582  0.12
H11 1.87439 -1.30856 0.49154  0.09
H12 3.36120 -2.01921 -1.30986  0.08
H13 4.70930 -0.80450 -1.33834  0.09
H14 4.09818 -1.33101 0.23563  0.10
H15 4.66036 1.49605 1.46254  0.09
H16 5.52239 0.48417 0.18490  0.06
H17 5.31793 2.23210 0.00651  0.09
H18 -3.23391 -0.26723 -5.73645  0.15
H19 -1.78421 -1.20614 -5.17258  0.14
H20 -0.22258 -1.42604 -9.32119  0.09
H21 -0.36765 0.35430 -9.12368  0.09
H22 0.87793 -0.58550 -8.17410  0.09
C17 0.76403 -1.36882 3.73787  -0.33
O8 1.34678 -1.17980 2.68355  0.00
N3 -0.53217 -1.08578 3.96775  -0.18
C18 -1.15972 -1.33812 5.25072  -0.06
C19 -1.32492 -0.50886 2.89649  -0.03
H23 1.27458 -1.80140 4.61533  0.13
H24 -1.99096 -2.03413 5.11380  0.09
H25 -1.53535 -0.39610 5.65539  0.07
H26 -0.44571 -1.76931 5.95118  0.07
H27 -1.32955 -1.18973 2.04261  0.08
H28 -0.87876 0.43687 2.58370  0.10
H29 -2.34500 -0.33686 3.23269  0.09
C20 2.06876 -5.31737 -0.80981  -0.35
O9 1.64826 -4.28067 -1.28609  0.00
N4 3.02054 -6.09692 -1.36821  -0.20
C21 3.47581 -7.32329 -0.74384  -0.06
C22 3.60405 -5.69058 -2.63433  -0.04
H30 1.69140 -5.71314 0.14810  0.13
H31 4.54732 -7.25174 -0.54442  0.09
H32 3.28900 -8.16306 -1.41687  0.09
H33 2.95050 -7.49595 0.19411  0.08
H34 4.06964 -4.70989 -2.52139  0.09
H35 2.81882 -5.61568 -3.38844  0.09
H36 4.35063 -6.41431 -2.95498  0.09
C23 -0.93613 1.88210 7.90460  -0.35
O10 -1.12211 1.85017 6.70374  0.01
N5 0.12236 1.33266 8.54271  -0.20
C24 0.27869 1.41057 9.98177  -0.06
C25 1.13300 0.64442 7.76000  -0.03
H37 -1.64208 2.38157 8.58913  0.13
H38 1.21147 1.92786 10.21705  0.09
H39 0.31080 0.40095 10.39770  0.09
H40 -0.55161 1.95342 10.43043  0.08
H41 1.56575 1.33709 7.03605  0.10
H42 0.67113 -0.18012 7.21556  0.07
H43 1.91608 0.25937 8.41018  0.09
C26 -3.70205 4.63286 1.02504  -0.36
O11 -3.65968 4.49029 2.23315  0.00
N6 -2.67577 5.05612 0.25656  -0.20
C27 -2.79994 5.20187 -1.18216  -0.06
C28 -1.40954 5.37440 0.89147  -0.04
H44 -4.61593 4.41853 0.44525  0.13
H45 -2.07051 4.55375 -1.67312  0.06
H46 -2.60393 6.24047 -1.45776  0.09
H47 -3.79937 4.92768 -1.51428  0.07
H48 -1.03094 4.49161 1.40993  0.09
H49 -1.56089 6.16786 1.62568  0.09
H50 -0.68565 5.69849 0.14645  0.09

Output
SMILES string	C=C[C@]1(CCCCN(C)C(C)=O)OC(=O)O[C@@]1(COC(C)=O)OC#N.CN(C)C=O.CN(C)C=O.CN(C)C=O.CN(C)C=O
E	-61306.694	eV
HOMO	-8.7	eV
Kohn-Sham gap	9.173	eV
LUMO	0.01883	Eh

***

C6H16S | ωB97M-V/def2-TZVPD

Each line ends with the Löwdin charge.
Element x y z (Å)
C1 1.71198 -0.51311 0.17234  -0.64
C2 2.18457 -1.79020 -0.56578  -0.13
C3 1.45714 -0.56529 3.00700  -0.37
S1 0.54144 -0.49205 1.42438  0.82
H1 2.60801 0.04013 0.65850  0.10
H2 1.43504 0.21981 -0.63742  0.05
H3 1.49887 -2.59797 -0.48261  0.05
H4 2.96732 -2.17048 0.03621  0.05
H5 1.46133 0.37414 3.59996  0.05
H6 1.02032 -1.30117 3.50513  -0.04
H7 2.54196 -0.73375 2.93685  0.05
H8 2.59438 -1.65824 -1.53405  0.06
C4 -2.51298 1.42681 -1.02525  -0.32
C5 -1.07543 1.80696 -1.55690  -0.10
C6 -2.55765 -0.04483 -0.72150  -0.14
H9 -2.66136 2.08987 -0.29314  0.04
H10 -3.41853 1.80009 -1.55236  0.11
H11 -0.30584 1.02706 -1.15237  0.06
H12 -2.30869 -0.84736 -1.47832  0.09
H13 -1.84135 -0.35280 0.11221  0.03
H14 -0.80537 2.82503 -1.52292  0.04
H15 -0.94999 1.45797 -2.61724  0.07
H16 -3.58517 -0.00063 -0.31270  0.07

Output
SMILES string	CCSC.CCC
E	-17314.285	eV
ΔE to the lowest compared entry with this formula, charge and spin	2.545	eV
HOMO	-8.5	eV
Kohn-Sham gap	9.440	eV
LUMO	0.03438	Eh